(1)
Formula: C2H3FS2
Source: the OMol25 dataset
Level of theory: wB97M-V/def2-TZVPD

XYZ file:
```
8
Properties=species:S:1:pos:R:3
F 2.20 1.94 1.39
C 1.67 0.93 0.78
S 2.50 -0.11 -0.21
H 0.60 0.76 1.04
C -1.79 -0.86 -0.66
S -1.05 -1.00 -2.03
H -1.68 -1.55 0.13
H -2.44 -0.10 -0.43
```

E_LUMO: -0.44 eV
ΔE to the lowest compared entry with this formula, charge and spin: 35.32 kcal/mol
Electronic energy: -974.1629 a.u.
HOMO level: -8.926 eV
SMILES: FC=S.C=S
Kohn-Sham gap: 8.4837 eV
F_max: 3.41 eV Å⁻¹


(2)
Formula: C25H43NP2Pr
Source: the OMol25 dataset
Level of theory: wB97M-V/def2-TZVPD

XYZ file:
```
72
Properties=species:S:1:pos:R:3
Pr -2.35 1.77 0.78
C -2.91 3.39 -1.56
C -3.01 2.00 -1.85
C -4.51 2.51 -0.16
C -3.77 3.69 -0.49
C -4.02 1.45 -1.01
C -2.05 4.38 -2.27
H -1.61 3.97 -3.19
H -1.21 4.68 -1.63
H -2.60 5.30 -2.54
C -3.93 5.03 0.12
H -4.12 5.79 -0.65
H -3.03 5.35 0.68
H -4.78 5.05 0.82
C -5.38 2.37 1.04
H -5.89 3.32 1.23
H -4.85 2.10 2.00
H -6.15 1.60 0.87
C -4.27 0.00 -0.75
H -5.30 -0.25 -1.06
H -4.20 -0.29 0.32
H -3.59 -0.65 -1.32
C -2.26 1.28 -2.91
H -2.91 0.62 -3.50
H -1.45 0.65 -2.51
H -1.78 1.99 -3.61
C 2.04 1.99 -1.63
C 1.42 2.08 -2.82
C 1.23 1.01 -3.86
C 1.42 -0.46 -3.39
C 0.44 -0.94 -2.38
C 0.46 -0.83 -1.03
C 1.23 0.13 -0.16
C 2.44 0.76 -0.86
H 1.95 1.18 -4.68
H 2.46 -0.62 -3.09
H 0.25 1.15 -4.36
H 2.94 0.02 -1.48
H 2.19 2.91 -1.05
H 0.97 3.04 -3.10
H 3.15 1.07 -0.09
H 0.61 0.93 0.30
H -0.27 -1.46 -0.48
H 1.55 -0.44 0.74
H 1.26 -1.09 -4.27
H -0.37 -1.51 -2.84
P 2.84 -2.14 1.68
P 1.22 -3.85 3.39
C 3.84 -3.48 2.55
C 3.06 -4.05 3.72
H 4.78 -3.05 2.88
H 4.06 -4.26 1.81
H 3.28 -5.11 3.86
H 3.28 -3.52 4.65
C 0.78 -4.75 4.95
H -0.29 -4.95 4.94
H 1.02 -4.10 5.80
H 1.34 -5.69 5.03
C 1.15 -5.35 2.30
H 1.81 -6.14 2.70
H 1.43 -5.12 1.27
H 0.11 -5.71 2.31
C 3.83 -0.76 2.38
H 3.53 0.21 1.96
H 4.89 -0.95 2.17
H 3.67 -0.74 3.46
C 3.64 -2.42 0.05
H 3.63 -3.50 -0.15
H 4.68 -2.07 0.09
H 3.10 -1.92 -0.76
N 0.41 4.06 0.30
C -0.54 3.35 0.31
```

E_LUMO (alpha / beta): -4.40 / -4.28 eV
ΔE to the lowest compared entry with this formula, charge and spin: 0.00 kcal/mol
Electronic energy: -2232.5321 a.u.
HOMO level (alpha / beta): -9.659 / -9.660 eV
Expectation value of S²: 2.01
2S+1: 3
Kohn-Sham gap (alpha / beta): 5.2558 / 5.3843 eV
Total charge: +1
F_max: 2.93 eV Å⁻¹


(3)
Formula: C25H72F3N6O9S
Source: the OMol25 dataset
Level of theory: wB97M-V/def2-TZVPD

XYZ file:
```
116
Properties=species:S:1:pos:R:3
C 4.45 9.72 9.33
C 4.45 10.25 7.89
C 3.18 9.93 7.09
O 2.02 10.60 7.62
C 0.80 10.67 6.75
N 4.79 11.79 7.96
H 4.84 12.04 6.98
H 4.13 12.37 8.44
H 5.70 11.93 8.38
H 5.40 9.85 9.86
H 4.07 8.76 9.67
H 3.79 10.34 9.93
H 5.28 9.78 7.38
H 2.91 8.88 7.17
H 3.35 10.06 6.02
H 0.56 9.82 6.12
H 0.92 11.45 6.00
H -0.06 11.03 7.32
C -0.90 2.68 -10.43
C -1.92 3.85 -10.65
C -1.92 5.04 -9.57
O -3.05 5.95 -9.75
C -4.19 5.47 -9.09
N -1.56 4.41 -12.03
H -0.75 5.01 -11.96
H -1.47 3.64 -12.67
H -2.31 4.95 -12.44
H 0.08 3.04 -10.73
H -1.12 1.86 -11.11
H -0.82 2.43 -9.38
H -2.92 3.42 -10.67
H -0.98 5.59 -9.62
H -1.82 4.65 -8.56
H -4.77 4.78 -9.70
H -4.69 6.41 -8.84
H -3.93 4.92 -8.19
C -9.40 5.07 -2.80
C -10.56 5.68 -3.56
C -11.96 5.34 -2.97
O -13.05 5.66 -3.78
C -13.17 4.93 -5.01
N -10.46 7.19 -3.67
H -10.95 7.58 -4.46
H -10.73 7.66 -2.81
H -9.50 7.53 -3.69
H -9.33 5.20 -1.72
H -8.42 5.38 -3.16
H -9.34 4.01 -3.03
H -10.63 5.28 -4.57
H -12.18 5.87 -2.05
H -12.05 4.28 -2.73
H -13.32 3.89 -4.71
H -12.32 4.92 -5.68
H -14.01 5.29 -5.61
C 4.82 10.53 -4.29
C 4.54 9.56 -5.49
C 4.28 8.12 -5.21
O 2.98 7.88 -4.65
C 2.67 6.56 -4.35
N 3.31 10.13 -6.16
H 2.51 9.95 -5.56
H 3.52 11.11 -6.31
H 3.16 9.56 -6.98
H 4.05 10.40 -3.53
H 4.88 11.59 -4.52
H 5.79 10.36 -3.83
H 5.32 9.56 -6.25
H 5.03 7.86 -4.46
H 4.45 7.46 -6.06
H 2.70 5.89 -5.21
H 1.68 6.46 -3.90
H 3.31 6.05 -3.63
C -4.30 12.28 -10.44
C -2.83 12.58 -10.09
C -2.06 12.65 -11.47
O -0.63 12.70 -11.15
C 0.24 13.29 -12.21
N -2.67 13.89 -9.31
H -3.26 14.55 -9.80
H -3.05 13.96 -8.37
H -1.72 14.24 -9.32
H -4.47 11.36 -11.00
H -4.71 13.10 -11.03
H -4.92 12.21 -9.55
H -2.44 11.82 -9.41
H -2.35 13.56 -11.99
H -2.25 11.76 -12.08
H 1.27 13.05 -11.94
H 0.23 14.37 -12.17
H 0.17 12.73 -13.15
C -1.56 18.66 -0.27
C -2.63 18.69 0.82
C -2.97 20.00 1.50
O -3.99 19.80 2.51
C -4.65 20.92 3.12
N -3.86 18.03 0.26
H -4.24 18.71 -0.39
H -3.73 17.18 -0.26
H -4.54 17.97 1.01
H -0.72 19.31 -0.01
H -1.86 18.85 -1.30
H -1.04 17.70 -0.35
H -2.24 18.09 1.63
H -3.47 20.55 0.70
H -2.04 20.51 1.72
H -5.53 21.18 2.52
H -4.01 21.78 3.33
H -5.10 20.57 4.05
C -2.31 10.71 -0.84
F -3.15 11.27 0.08
F -1.18 11.36 -0.88
F -2.13 9.40 -0.55
S -3.11 10.95 -2.56
O -3.55 12.35 -2.55
O -1.98 10.70 -3.48
O -4.21 9.94 -2.66
```

E_LUMO: -8.21 eV
ΔE to the lowest compared entry with this formula, charge and spin: 52.45 kcal/mol
Electronic energy: -2697.3636 a.u.
HOMO level: -14.792 eV
Kohn-Sham gap: 6.5797 eV
Total charge: +5
F_max: 3.12 eV Å⁻¹


Which value of electronic energy does entry 3 give? -2697.3636 a.u.